This record from OMol25 describes a molecular structure, C12H30AlF3N4O11PS2 at a distorted geometry. The level of theory is ωB97M-V/def2-TZVPD.

```
! wB97M-V def2-TZVPD RIJCOSX def2/J DEFGRID3
* xyz 1 1
Al -1.23162 -0.40955 -0.46199
N 0.70184 -1.53236 -1.79690
S 1.62660 -2.78340 -1.47579
O 2.69209 -2.49193 -0.57291
O 1.83256 -3.73051 -2.51749
F 0.61277 -3.61908 -0.56930
S 1.24781 -1.18393 -3.33436
O 0.48398 -1.64419 -4.44036
O 2.65667 -1.11768 -3.50565
F 0.78513 0.35085 -3.30892
F -1.17519 0.84830 1.94464
O 1.34498 0.56508 0.16358
P 2.40601 1.00973 1.07827
N 1.98464 2.47581 1.75738
C 0.67921 3.06513 1.59988
C 2.72198 2.96516 2.92499
N 3.90908 1.15245 0.39855
C 5.09842 1.27809 1.23217
C 3.91762 1.65625 -0.98807
N 2.56559 -0.02097 2.36763
C 3.21062 -1.31643 2.13951
C 1.49595 -0.06680 3.37466
H 0.10315 3.05851 2.53739
H 0.09615 2.57735 0.82752
H 0.80065 4.12486 1.33992
H 3.69992 2.48867 2.89463
H 2.27904 2.72664 3.89154
H 2.92705 4.02838 2.79914
H 5.89592 0.67007 0.79251
H 5.41813 2.32345 1.20711
H 4.96401 0.85262 2.22162
H 4.85455 1.34456 -1.45006
H 3.17505 1.07045 -1.52596
H 3.76274 2.73363 -1.00228
H 2.42398 -2.06001 1.96708
H 3.79670 -1.34315 1.22491
H 3.81580 -1.58590 3.00513
H 1.89198 -0.54311 4.26675
H 0.61059 -0.53943 2.93019
H 1.18283 0.95353 3.57699
C -1.75906 -3.61131 -3.90738
O -2.74314 -4.24021 -3.08077
C -2.82991 -3.86416 -1.81370
O -2.30249 -2.90659 -1.30481
O -3.72120 -4.59070 -1.18324
C -4.22878 -5.81808 -1.72607
H -2.30171 -3.30586 -4.80802
H -1.03789 -4.36770 -4.19868
H -1.32681 -2.66204 -3.61626
H -4.89936 -6.25581 -0.99350
H -3.38402 -6.48367 -1.88661
H -4.79954 -5.61418 -2.62872
C -4.10844 2.15188 2.03730
O -4.50070 2.91976 0.89981
C -4.01389 2.56014 -0.27099
O -3.12147 1.76063 -0.44576
O -4.46444 3.30947 -1.26517
C -5.68410 4.03173 -1.08881
H -3.08852 2.41976 2.30365
H -4.15653 1.08079 1.84907
H -4.75485 2.34336 2.88894
H -5.41635 5.00355 -0.67510
H -6.49216 3.55593 -0.53989
H -6.12957 4.25218 -2.05893
*
```

Highest occupied orbital energy, eV: -11.974
M, g/mol: 585.5
E_LUMO, eV: -8.757
Energy, a.u.: -3201.25654
ΔE to the lowest compared entry with this formula, charge and spin, kJ/mol: 0.0

Here are the Löwdin charges for atoms 1 to 8, given in e: Al 1.34; N -0.34; S 0.46; O -0.25; O -0.23; F -0.18; S 0.51; O -0.24